Record 1
6 unconnected molecules or ions with the total composition C46H91ClN2O17PSSi. Source: the OMol25 dataset; level of theory: the ωB97M-V functional and the def2-TZVPD basis.

XYZ file:
```
160
Properties=species:S:1:pos:R:3:forces:R:3
C 5.39322 0.85757 4.22031 0.15 -0.17 0.38
C 4.86958 1.10012 3.17286 -0.15 -0.05 -0.45
C 4.25692 1.39104 1.87315 0.13 0.22 0.14
C 2.77160 1.75049 1.97874 -0.11 -0.31 -0.23
C 1.87472 0.54878 2.26675 -0.04 0.05 0.09
C 1.78174 -0.44224 1.09437 0.22 0.10 -0.30
C 0.72373 -0.02466 0.05752 -0.04 0.14 0.13
C -0.46204 -0.97235 -0.15484 -0.06 0.10 -0.11
C -1.74286 -0.45683 0.52776 -0.09 -0.27 -0.67
C -2.40863 0.63476 -0.31976 0.18 0.21 0.24
C -3.29361 1.57022 0.50665 0.14 -0.23 -0.17
C -4.46070 0.87801 1.21699 -0.05 0.04 -0.08
C -5.74323 0.84351 0.40320 -0.37 0.30 0.42
O -5.59975 0.01667 -0.76170 0.58 -0.15 0.04
C -5.90386 -1.29671 -0.60654 -0.24 -0.01 -0.11
C -4.93885 -2.21911 -1.29967 -0.21 -0.04 -0.13
O -6.87714 -1.67665 -0.01560 0.10 0.03 0.24
C -0.23344 -2.43601 0.24932 -0.33 0.37 0.03
N 1.17414 -2.86139 0.62042 0.16 -0.02 0.48
C 2.17262 -2.96454 -0.53156 0.17 -0.28 -0.56
C 1.64206 -2.73595 -1.93934 0.00 -0.31 -0.22
C 0.92654 -3.91708 -2.59886 -0.04 0.42 -0.65
C 0.49879 -3.49352 -4.01919 -0.03 -0.18 0.69
S -0.98082 -4.34092 -4.52045 -0.48 0.62 -0.07
O -1.25067 -4.09779 -5.89972 0.23 -0.24 0.10
O -1.99320 -4.05349 -3.54477 0.24 -0.20 -0.02
Cl -0.44683 -6.28237 -4.27444 0.01 -0.11 -0.10
P 0.90716 -4.52235 1.28269 -0.34 -1.10 -0.55
N 0.36455 -5.43459 0.17942 0.22 0.37 0.53
O 2.34176 -4.89812 1.80864 -0.20 -0.03 -0.08
O -0.00692 -4.25591 2.55796 0.16 0.11 0.05
C 1.69810 -1.86262 1.67598 -0.09 0.25 0.08
C 3.08745 -2.21963 2.24378 0.30 0.32 0.00
C 3.16523 -2.56962 3.73512 0.10 -0.05 -0.33
O 2.05948 -3.35533 4.14237 0.20 0.05 0.22
Si 1.12646 -2.91945 5.46561 -0.46 -0.34 0.32
C 2.16678 -2.28081 6.88852 -0.17 0.19 -0.29
C 0.24217 -4.47853 5.99642 0.06 0.13 0.03
C -0.19118 -1.66685 5.01032 0.13 -0.16 0.02
H 5.87863 0.65490 5.14582 -0.04 0.04 -0.02
H 4.79040 2.23243 1.42289 0.01 -0.02 0.04
H 4.43028 0.53439 1.21228 -0.09 0.11 -0.03
H 2.46702 2.22123 1.03904 -0.04 0.00 0.03
H 2.63588 2.50364 2.74842 0.07 -0.05 -0.06
H 2.23970 0.04636 3.17023 -0.02 0.08 0.01
H 0.87150 0.92391 2.49154 -0.02 -0.13 0.11
H 2.73233 -0.38656 0.55767 -0.04 -0.11 0.05
H 0.31059 0.93768 0.37058 0.04 0.03 -0.08
H 1.22778 0.17057 -0.89028 0.02 -0.13 0.01
H -0.69269 -0.96768 -1.22389 0.04 -0.08 0.00
H -1.52671 -0.09058 1.53618 -0.01 -0.13 0.06
H -2.43470 -1.30525 0.57861 -0.05 0.10 0.38
H -2.97864 0.17235 -1.12928 0.03 0.01 0.01
H -1.62292 1.23496 -0.79192 -0.05 0.03 -0.01
H -2.65321 2.06796 1.23923 -0.12 0.06 0.04
H -3.69027 2.34578 -0.15446 0.02 0.07 0.10
H -4.21253 -0.15306 1.49191 0.08 0.05 0.08
H -4.67213 1.40491 2.15125 -0.07 0.01 -0.03
H -5.99726 1.84680 0.06039 0.02 -0.07 -0.17
H -6.57033 0.48854 1.01942 -0.04 -0.12 -0.15
H -5.01997 -3.20336 -0.84464 0.02 0.01 -0.02
H -3.91612 -1.85044 -1.25987 -0.04 0.03 -0.05
H -5.24023 -2.31464 -2.34518 0.12 0.04 -0.02
H -0.61765 -3.10345 -0.51426 0.24 -0.10 -0.05
H -0.83037 -2.63159 1.14044 0.17 0.04 0.08
H 2.63720 -3.95310 -0.50942 -0.17 -0.06 0.16
H 2.98173 -2.26069 -0.36124 -0.27 0.21 0.18
H 2.53192 -2.51774 -2.53561 0.02 0.11 0.09
H 1.02309 -1.84399 -2.02248 0.07 0.08 0.19
H 1.59441 -4.77215 -2.69402 -0.11 -0.11 0.31
H 0.02751 -4.20533 -2.06415 0.14 -0.21 0.20
H 0.14590 -2.45901 -3.98745 0.10 0.04 -0.32
H 1.28020 -3.63612 -4.76151 -0.13 0.07 -0.15
H -0.55265 -5.83639 0.31971 0.02 -0.03 -0.34
H 2.34862 -5.06525 2.76602 0.08 0.35 0.12
H -0.64705 -4.97240 2.66969 -0.09 0.09 0.01
H 0.92770 -1.87966 2.45099 0.08 -0.14 0.03
H 3.59205 -2.98259 1.65731 -0.21 -0.08 -0.04
H 3.70725 -1.32721 2.12172 0.02 -0.09 0.04
H 3.27042 -1.64552 4.31391 -0.22 -0.04 0.07
H 4.08084 -3.14349 3.90554 0.02 0.07 0.02
H 1.95678 -1.21990 7.04462 0.17 0.02 -0.02
H 3.23742 -2.40842 6.72910 0.02 -0.02 0.12
H 1.86896 -2.79012 7.80620 0.13 -0.08 -0.02
H -0.12179 -4.32712 7.01640 -0.02 -0.05 -0.02
H 0.90533 -5.34538 6.01331 -0.03 -0.01 -0.01
H -0.63149 -4.69686 5.37988 0.06 -0.06 -0.04
H -0.58596 -1.26182 5.94629 -0.01 0.11 -0.06
H 0.16234 -0.83791 4.39380 -0.03 0.06 0.09
H -1.02237 -2.16415 4.50471 0.04 0.06 -0.11
O 3.81551 -0.54864 -1.58142 0.05 -0.01 0.08
C 5.01236 -0.35919 -1.65033 0.07 -0.11 -0.14
O 5.47193 0.43163 -2.61008 -0.07 0.16 0.08
C 6.85310 0.85272 -2.68978 0.23 0.04 -0.07
C 7.71861 -0.16315 -3.39433 -0.17 -0.26 0.10
C 5.97079 -1.06597 -0.72021 -0.05 0.18 0.19
H 7.22222 1.10735 -1.69562 -0.05 -0.04 0.03
H 6.81715 1.77664 -3.26265 -0.09 -0.03 -0.04
H 7.76083 -1.10877 -2.85022 0.05 0.05 0.08
H 8.73332 0.21837 -3.49927 -0.01 0.03 -0.03
H 7.32595 -0.35752 -4.38815 0.07 0.06 -0.02
H 6.18609 -2.05130 -1.13443 0.02 0.01 -0.02
H 5.47999 -1.19397 0.24403 -0.02 -0.09 -0.07
H 6.90823 -0.54396 -0.55644 0.04 -0.03 -0.08
O 7.94012 0.59803 -6.47988 0.01 0.06 -0.10
C 6.88963 0.89691 -6.97937 -0.01 -0.13 -0.04
O 5.79682 0.91036 -6.18307 0.03 0.11 0.09
C 4.52086 1.40137 -6.61271 -0.12 0.00 -0.04
C 3.71659 0.34372 -7.33742 0.08 -0.08 -0.01
C 6.74880 1.17945 -8.45383 0.01 0.25 0.03
H 4.64030 2.30670 -7.20870 0.03 -0.02 -0.02
H 4.01851 1.69086 -5.69083 0.04 -0.02 0.03
H 4.20590 0.02429 -8.25746 -0.02 0.04 -0.02
H 2.72937 0.72982 -7.59215 0.00 0.01 0.01
H 3.59530 -0.53422 -6.70244 -0.02 0.02 0.01
H 6.62788 0.22955 -8.97440 -0.01 -0.01 0.00
H 7.66994 1.64468 -8.79399 0.05 -0.10 0.00
H 5.91841 1.83106 -8.71028 -0.05 -0.07 -0.01
O -12.20517 -1.43719 -2.85513 0.01 0.02 0.00
C -11.02563 -1.29902 -3.01413 0.01 -0.12 -0.09
O -10.59850 -0.34074 -3.86946 -0.04 0.10 0.05
C -9.22241 0.02565 -3.99673 0.09 0.00 -0.03
C -8.47432 -0.87164 -4.96089 -0.07 -0.08 -0.01
C -10.01292 -2.20125 -2.34936 0.08 0.18 0.23
H -8.74216 0.06462 -3.01751 -0.01 -0.03 0.01
H -9.24682 1.04555 -4.37791 -0.04 -0.01 -0.01
H -8.44602 -1.90360 -4.61058 0.03 0.01 0.03
H -7.44818 -0.52196 -5.08303 0.00 0.02 0.00
H -8.96271 -0.86484 -5.93508 0.02 0.03 -0.01
H -9.90049 -3.10105 -2.95392 0.00 0.00 -0.02
H -10.40177 -2.48358 -1.37479 -0.09 -0.08 -0.06
H -9.03753 -1.74685 -2.19934 0.04 -0.06 -0.06
O 2.49542 4.61719 2.89664 -0.01 0.26 0.06
C 2.10553 5.46066 2.13382 0.12 0.05 0.00
O 2.02282 5.14264 0.82573 -0.09 -0.09 0.00
C 1.41786 6.00739 -0.14686 -0.01 0.09 -0.09
C 2.38864 7.04110 -0.67523 0.08 -0.02 0.08
C 1.78481 6.86236 2.58816 -0.26 -0.04 0.02
H 0.51197 6.45969 0.25718 0.01 0.00 0.03
H 1.10712 5.33826 -0.94764 0.02 -0.04 0.02
H 2.72688 7.71599 0.11087 -0.04 0.03 -0.01
H 1.91494 7.63639 -1.45597 -0.01 -0.01 -0.01
H 3.26751 6.55187 -1.09495 -0.02 0.00 -0.03
H 2.71282 7.43339 2.61472 0.00 0.00 -0.01
H 1.38663 6.80273 3.59742 0.10 -0.02 0.04
H 1.06566 7.38499 1.96432 0.07 0.03 -0.05
O -2.77321 4.07214 3.12522 0.05 -0.02 -0.02
C -3.53914 4.32466 4.01696 -0.12 0.06 -0.12
O -4.52607 3.44347 4.27432 0.08 -0.11 0.04
C -5.40102 3.55877 5.40696 -0.12 0.04 0.07
C -6.57650 4.47068 5.13078 0.05 0.05 -0.11
C -3.46855 5.61895 4.78974 0.13 -0.11 0.19
H -4.84128 3.86366 6.29154 0.02 0.02 -0.02
H -5.74718 2.54232 5.58600 0.02 -0.01 -0.04
H -6.25631 5.49381 4.93365 0.00 0.01 0.05
H -7.25138 4.48278 5.98656 0.00 -0.01 0.00
H -7.12747 4.11996 4.25836 -0.02 -0.02 0.02
H -4.00360 6.38322 4.22631 -0.01 0.00 0.00
H -2.42363 5.90879 4.86183 0.00 0.03 -0.10
H -3.88095 5.56799 5.79306 -0.08 0.02 -0.03
```
Forces are in eV/Å.

charge: +1
largest force on an atom: 1.277 eV Å⁻¹
HOMO-LUMO gap: 0.3294 Ha


Record 2
17 unconnected molecules or ions with the total composition C46H92Cl22O6. Source: the OMol25 dataset; level of theory: the ωB97M-V functional and the def2-TZVPD basis.

XYZ file:
```
166
Properties=species:S:1:pos:R:3:forces:R:3
Cl 1.68291 -4.92767 2.83167 -0.51 0.15 -0.51
C 0.43994 -3.65720 2.49754 0.06 0.18 -1.14
C -0.83942 -3.95090 3.20834 0.29 0.05 1.99
Cl -1.99434 -2.68774 2.67473 -0.22 -0.07 0.34
H 0.21680 -3.44199 1.40078 0.82 -0.72 1.33
H 0.86665 -2.78797 2.94818 0.24 0.76 0.07
H -0.67978 -3.88989 4.34392 -0.36 0.06 -1.73
H -1.22599 -4.92697 2.97735 -0.34 -0.27 -0.28
Cl 5.70223 4.11833 -2.86132 -0.19 -0.16 0.22
C 4.37838 3.10122 -3.49082 -1.05 0.44 -0.55
C 4.79877 1.68536 -3.60940 0.74 -1.03 -0.41
Cl 3.48561 0.65397 -4.23494 -0.41 0.08 -0.22
H 4.17464 3.46148 -4.51608 -0.08 0.00 0.83
H 3.45668 3.16284 -2.87389 0.73 0.37 -0.28
H 5.09262 1.17808 -2.70965 0.22 0.24 0.63
H 5.61041 1.60171 -4.32352 0.15 -0.05 -0.03
Cl -5.24564 -1.39045 0.86472 -0.24 -0.36 -0.41
C -4.15922 -0.60193 -0.28781 1.78 1.22 2.03
C -4.29285 0.90253 -0.22085 -1.82 -0.10 1.56
Cl -5.69381 1.49254 -1.21435 0.41 -0.17 0.04
H -4.32328 -0.80113 -1.29083 -0.51 -1.45 -1.82
H -3.09831 -0.86340 0.00716 -1.16 0.10 -0.36
H -3.40275 1.32910 -0.59340 0.84 0.83 -0.39
H -4.57755 1.23635 0.80812 0.78 -0.14 -0.84
Cl 2.22952 4.21820 -5.94119 0.03 0.00 0.01
C 1.20804 5.62245 -5.57588 -0.05 1.76 -1.00
C -0.23206 5.19596 -5.48397 0.78 -1.15 0.49
Cl -1.18044 6.60565 -5.21961 -1.02 1.12 0.31
H 1.28116 6.36561 -6.42465 0.20 -0.95 0.77
H 1.52813 6.17842 -4.67603 -0.04 -0.74 -0.25
H -0.35952 4.48219 -4.66952 -0.11 0.24 0.06
H -0.56982 4.72811 -6.38961 -0.02 -0.19 -0.52
Cl 2.99410 2.97345 3.89786 0.55 0.07 -0.42
C 4.54598 3.07528 2.92851 -0.41 1.34 2.23
C 4.33436 3.61085 1.59169 0.18 0.99 -1.41
Cl 4.02525 5.42000 1.55502 0.10 -1.05 0.08
H 4.88915 2.09546 2.86266 0.52 -1.79 -0.15
H 5.26064 3.64106 3.54248 -0.34 -0.04 -0.28
H 3.50844 3.08386 1.12832 -0.27 0.26 -0.24
H 5.23284 3.44410 0.97687 -0.28 0.17 0.23
Cl -1.74175 -5.74953 -2.50559 0.21 -0.19 -0.66
C -2.89321 -5.19978 -1.30959 -0.61 0.63 1.28
C -2.80354 -3.70385 -0.97105 -1.41 -0.37 0.45
Cl -1.13132 -3.20358 -0.82985 0.30 0.57 0.24
H -2.62554 -5.66698 -0.36427 -0.16 -0.60 -0.18
H -3.91295 -5.48546 -1.62621 0.55 0.22 0.23
H -3.39728 -3.46470 -0.04465 1.00 -0.64 -0.39
H -3.33088 -3.09578 -1.66899 0.10 0.46 -1.15
Cl -2.01391 -0.84328 -3.30138 -0.04 -0.01 0.16
C -2.08238 -0.12667 -4.92541 -1.00 0.70 -0.50
C -1.30420 1.16123 -5.00262 -1.04 0.64 -0.64
Cl -1.98335 2.33690 -3.87256 -0.52 0.65 0.55
H -3.12094 0.12594 -5.19855 0.25 -0.50 0.36
H -1.71791 -0.89495 -5.57792 0.35 -0.21 -0.56
H -1.29110 1.70855 -5.97096 -0.09 -1.00 0.40
H -0.34620 1.03027 -4.63633 2.19 -0.39 0.31
Cl 3.95128 -3.39707 -2.23020 -0.20 0.29 -0.35
C 2.65230 -4.14497 -1.26684 -0.91 -0.33 -0.31
C 3.17688 -5.48849 -0.74444 -1.22 -0.50 -1.34
Cl 4.51103 -5.27596 0.35067 0.61 -0.01 0.82
H 1.70042 -4.28454 -1.86481 1.29 -0.03 0.25
H 2.35817 -3.40910 -0.51064 0.34 -0.37 0.25
H 3.59964 -6.10509 -1.60818 -0.95 0.77 1.14
H 2.32247 -6.00408 -0.23386 0.94 0.23 -0.36
Cl -0.62162 2.21361 3.19595 0.15 -0.28 -0.32
C -0.95971 3.28942 4.53261 -1.97 -0.38 1.45
C -1.23921 4.67956 4.14200 -1.23 0.95 0.22
Cl -2.85441 4.95234 3.31497 0.80 -0.27 0.20
H -0.17084 3.32013 5.26220 0.78 -0.27 0.00
H -1.86007 2.94019 5.08937 0.62 -0.33 -0.55
H -0.49196 5.04045 3.50007 0.86 0.71 -1.04
H -1.28722 5.31304 5.03059 0.04 -0.15 -0.09
Cl 4.91672 -3.65952 4.07181 -0.30 -0.22 0.30
C 5.14648 -2.55642 2.69655 -0.94 -1.53 -0.39
C 3.97089 -1.65466 2.46507 -1.23 -0.47 -0.02
Cl 4.56471 -0.32471 1.43353 -0.22 0.22 -0.18
H 5.36598 -3.22774 1.85849 -0.04 0.62 0.02
H 5.95629 -1.96122 2.95696 1.62 0.87 0.22
H 3.57770 -1.24307 3.40158 0.34 0.12 -0.19
H 3.11612 -2.15284 1.95842 0.67 0.32 0.09
Cl 8.26237 1.19876 4.83765 0.08 0.54 0.03
C 7.52775 -0.30669 4.29143 -1.19 0.08 -0.89
C 7.17439 -1.20876 5.47092 -0.77 -0.35 -2.60
Cl 5.59067 -0.82267 6.13447 -0.20 0.20 0.35
H 8.24308 -0.80066 3.63655 0.16 -0.05 0.15
H 6.63100 -0.05961 3.63071 1.06 -0.25 1.09
H 7.93410 -1.13351 6.18621 0.87 -0.08 1.27
H 7.11523 -2.21287 5.02503 -0.04 0.08 0.63
C 0.76299 -3.56574 -4.69486 -0.66 0.54 2.06
C 1.34062 -2.12105 -4.73563 0.94 -0.58 -0.76
C 1.37695 -1.80523 -6.24254 -2.48 0.28 -0.11
O 0.37565 -2.67481 -6.87953 0.89 0.29 1.50
C 0.50204 -3.89484 -6.13459 -0.18 -0.70 -1.31
H -0.21497 -3.40007 -4.15089 0.94 -0.86 -0.39
H 1.41129 -4.30979 -4.11440 -0.96 0.97 -1.02
H 2.36094 -2.03625 -4.34332 -0.31 -0.07 0.18
H 0.66581 -1.48851 -4.16428 0.16 0.35 -0.20
H 2.29482 -1.97674 -6.74605 1.19 -0.20 -0.10
H 1.02680 -0.79683 -6.46355 0.26 0.15 -0.02
H 1.35345 -4.47223 -6.53461 -0.22 0.02 -0.06
H -0.43155 -4.43708 -6.33304 0.34 -0.11 0.24
C -0.18193 -0.31100 5.95897 -0.40 -0.32 -0.53
C 1.25703 -0.34906 5.43358 0.40 -0.61 0.51
C 1.75654 -1.70718 5.90536 -0.77 -0.15 -0.99
O 0.62055 -2.55724 5.78989 -0.76 0.08 0.59
C -0.48752 -1.82704 6.36931 1.07 1.48 -1.73
H -0.76781 0.04443 5.09305 -0.28 -0.14 0.77
H -0.31422 0.34640 6.82344 -0.07 -0.02 -0.23
H 1.93937 0.45013 5.69702 -0.13 0.32 0.40
H 1.22381 -0.34796 4.36509 0.00 -0.05 -0.87
H 2.05860 -1.68128 6.92286 0.54 0.09 1.14
H 2.52422 -2.15302 5.29319 0.43 -0.07 -0.11
H -0.43960 -1.79361 7.45418 -0.32 -0.82 0.22
H -1.40024 -2.23511 5.89539 0.33 0.24 0.75
C 1.02980 5.02573 -0.35677 1.20 -1.30 -0.12
C -0.47540 5.07971 -0.21341 0.45 1.72 -0.58
C -1.03040 5.34522 -1.61501 0.39 1.68 -0.27
O 0.15845 5.54446 -2.39437 0.07 -0.95 -0.50
C 1.16238 4.66070 -1.82576 -1.01 1.15 -0.21
H 1.44463 4.22943 0.29450 -0.03 0.54 -0.17
H 1.58879 5.96616 -0.18236 -0.61 -0.49 0.05
H -0.68613 5.90683 0.39576 -0.68 1.06 1.14
H -0.82666 4.22341 0.25589 -0.91 -1.67 0.69
H -1.65159 6.29654 -1.76729 0.82 -1.40 0.52
H -1.59246 4.50429 -1.96809 -0.41 -0.59 -0.44
H 2.07834 4.97624 -2.27202 0.83 0.06 -0.30
H 0.96360 3.60871 -2.08229 -0.14 0.13 0.20
C -4.71115 -0.09023 3.96257 -0.84 -0.61 0.35
C -5.75683 1.01891 3.99165 -0.10 -0.14 1.97
C -4.95760 2.19016 4.58551 0.18 -0.70 0.52
O -3.76612 1.59001 5.12655 0.41 0.74 0.56
C -3.94636 0.19054 5.25134 -0.31 0.42 -1.00
H -4.09635 0.02198 3.07569 0.34 -0.19 0.07
H -5.23599 -1.04272 3.95591 0.32 -0.30 -0.16
H -6.63306 0.71009 4.64553 1.06 0.48 -0.62
H -6.14336 1.29353 3.06454 -0.70 0.17 -1.76
H -5.49666 2.63175 5.40553 -0.33 0.47 0.35
H -4.65141 2.97459 3.89224 -0.08 -0.24 -0.09
H -4.52712 -0.08906 6.13379 -0.22 0.10 0.12
H -2.96665 -0.25106 5.34984 0.27 -0.21 -0.20
C -7.22670 -1.31945 -3.93456 0.32 -0.31 -0.11
C -6.71751 -2.32935 -4.99135 -1.28 -1.69 -0.50
C -5.95361 -3.37825 -4.15830 -0.28 0.55 1.24
O -5.56053 -2.62332 -2.98858 0.56 -0.64 -0.05
C -6.74141 -1.96575 -2.64373 -0.89 0.77 0.81
H -8.29244 -1.04598 -3.93325 0.40 -0.29 -0.18
H -6.61996 -0.43752 -4.07896 -0.14 0.58 0.07
H -6.05764 -1.85240 -5.71492 -0.16 -0.11 -0.07
H -7.53057 -2.91730 -5.51386 0.71 1.06 0.22
H -5.06667 -3.79520 -4.60144 0.33 -0.07 -0.28
H -6.59922 -4.20980 -3.77467 0.24 0.53 -0.62
H -6.61704 -1.25495 -1.82784 0.60 0.19 -0.17
H -7.46553 -2.65562 -2.21365 -0.32 -0.55 -0.27
C 1.08321 0.79796 -1.24873 2.07 0.32 1.12
C 0.95469 1.11753 0.21208 -2.06 1.06 0.82
C 0.41108 -0.16652 0.76779 0.85 -0.46 0.67
O 1.18196 -1.16571 0.08085 -0.16 -0.08 -0.39
C 1.66625 -0.61285 -1.18124 -1.60 -0.93 -0.78
H 1.74798 1.53339 -1.68464 0.17 -0.08 -0.53
H 0.13111 0.90205 -1.64828 -1.73 -0.33 -1.38
H 0.31461 2.00666 0.47566 0.54 -0.81 -0.45
H 1.89922 1.27038 0.60445 2.07 0.50 1.03
H -0.63197 -0.20143 0.52185 -0.90 -0.54 -0.21
H 0.51572 -0.36290 1.86513 0.04 0.38 -0.84
H 1.29208 -1.23195 -2.05709 0.38 0.45 1.13
H 2.74196 -0.69544 -1.15381 0.40 0.35 -0.12
```
Forces are in eV/Å.

largest force on an atom: 2.964 eV Å⁻¹
HOMO-LUMO gap: 0.3677 Ha


> Which of these has the highest largest force on an atom?

C46H92Cl22O6


> The lowest largest force on an atom belongs to which entry?

C46H91ClN2O17PSSi


> Number 2 is which compound?

C46H92Cl22O6


> Among the records above, which one has the highest largest force on an atom?

C46H92Cl22O6